Entry 1:
A 13-piece molecular cluster, C17H49N7O24 overall. Source: the OMol25 dataset; level of theory: wB97M-V/def2-TZVPD.

Each line ends with the Mulliken charge.
CARTESIAN COORDINATES (ANGSTROEM)
O: 2.02 0.40 0.08  -0.112
H: -8.59 -4.63 -0.31  0.302
C: 1.44 -3.18 2.64  -0.119
O: -1.63 2.40 1.59  -0.255
H: -1.01 3.91 -2.59  0.303
O: -0.33 3.16 -4.34  -0.574
O: 0.63 -1.30 0.38  -0.391
H: -1.93 0.55 -1.53  0.314
H: -3.46 4.50 0.07  0.348
C: -3.20 3.48 0.29  -0.705
H: 5.21 4.21 2.02  0.307
H: -5.04 -0.21 -1.26  0.253
O: 1.28 -3.60 3.98  -0.587
O: 1.63 1.16 -5.10  -0.526
C: -5.66 -0.66 -0.50  -0.569
H: 4.09 -1.42 1.28  0.085
H: -4.02 2.98 0.81  0.244
H: 1.85 -3.07 4.54  0.320
O: 2.06 2.21 2.67  -0.492
O: 5.43 0.59 0.80  -0.481
O: -3.00 -1.96 1.76  -0.318
N: 7.02 4.42 1.00  0.949
H: -3.88 -4.36 0.99  0.324
O: 8.13 4.13 1.38  -0.539
C: -1.31 -0.05 -0.88  -0.674
N: -2.86 -1.58 2.91  0.785
H: -2.96 -3.57 -0.31  -0.119
H: 6.21 2.75 2.02  0.211
N: -2.07 3.49 1.26  0.734
H: 1.68 -2.12 2.58  -0.074
O: 6.74 5.38 0.32  -0.553
C: 0.35 3.23 3.93  -0.652
H: -6.69 -0.43 -0.71  0.357
C: -0.24 3.21 -2.92  0.299
H: 0.93 4.11 3.67  0.287
O: -4.88 -3.89 -0.80  -0.284
H: 5.08 3.01 -5.19  0.316
C: -8.20 -4.70 -1.33  -0.693
C: -5.93 -4.71 -0.79  0.714
N: 5.63 -0.07 1.80  0.888
O: -0.27 -4.27 -1.39  -0.582
H: 2.42 -4.65 -1.38  0.361
O: 4.25 2.59 -4.92  -0.568
H: -1.83 -0.08 0.07  0.049
O: -6.15 -0.09 1.67  -0.559
C: 1.51 0.00 -4.30  -0.444
C: -3.71 -4.32 -0.09  -0.409
H: 4.11 3.64 -3.08  0.290
H: -1.72 -0.37 4.19  0.366
H: -0.32 2.26 -2.39  -0.454
H: -5.49 -1.74 -0.53  0.095
O: -5.94 -5.83 -0.39  -0.529
H: -8.12 -5.75 -1.58  0.312
C: 0.85 -0.20 -0.02  0.306
O: -3.56 -1.93 3.82  -0.613
H: -1.18 -1.03 -1.32  0.276
O: -4.25 0.53 0.90  -0.452
H: 3.35 2.08 -3.16  -0.343
H: 2.03 -3.35 -0.25  0.061
H: 2.60 -3.00 -1.85  0.261
H: -8.89 -4.23 -2.02  0.232
H: -2.05 0.26 2.58  0.132
H: 1.50 2.35 0.43  0.164
H: -0.84 -1.12 2.83  -0.003
H: 5.09 2.12 -3.06  0.295
H: 3.20 2.03 -0.20  -0.238
H: 0.12 2.34 -4.61  0.356
C: 4.62 -1.09 2.16  -0.572
C: -1.75 -0.61 3.14  -0.307
C: 4.23 2.64 -3.50  -0.010
H: 2.15 -3.75 2.03  0.253
H: 0.33 3.06 5.00  0.307
H: 4.00 -0.68 2.95  0.252
C: 2.15 1.80 -0.24  0.435
N: 1.09 2.06 3.39  0.994
O: -1.63 4.54 1.63  -0.563
H: -3.35 -5.27 -0.48  0.401
H: 0.60 -0.58 -4.38  0.361
O: -6.94 -4.04 -1.33  -0.308
H: -0.63 3.27 3.48  0.104
H: 2.45 1.63 -4.88  0.305
C: 5.87 3.59 1.43  -0.482
O: 0.48 -2.87 -2.85  -0.525
H: 1.57 0.21 -3.21  -0.022
C: 1.96 -3.67 -1.28  -0.675
H: 5.35 3.23 0.55  0.082
O: 0.69 0.96 3.75  -0.559
H: 0.74 3.64 -2.65  0.217
H: 5.19 -1.95 2.52  0.405
O: -0.01 0.55 -0.70  0.135
N: 0.61 -3.59 -1.88  1.054
N: -5.30 -0.08 0.81  0.953
H: 2.40 -0.62 -4.46  0.401
H: 1.75 1.95 -1.25  -0.420
O: 6.54 0.12 2.57  -0.552
H: -2.92 2.87 -0.56  0.177
H: 0.51 -3.38 2.09  0.174

Output
**HOMO-LUMO gap**: 9.5 eV
**Charge**: 0
**E**: -77972.99601 eV
**Multiplicity**: 1
**E_LUMO**: -0.51 eV

***

Entry 2:
A 7-piece molecular cluster, C17H50N2O7 overall. Source: the OMol25 dataset; level of theory: wB97M-V/def2-TZVPD.

Each line ends with the Mulliken charge.
CARTESIAN COORDINATES (ANGSTROEM)
H: 11.48 -19.38 15.71  0.416
H: 12.53 -21.57 15.48  0.130
C: 14.29 -17.12 21.32  -0.721
H: 16.52 -27.50 15.83  0.180
H: 10.77 -22.92 21.52  0.333
C: 10.85 -22.80 15.56  -0.722
H: 14.21 -25.62 15.13  0.263
H: 17.10 -21.82 16.85  0.282
N: 12.28 -18.78 18.28  -0.605
H: 10.67 -20.12 14.47  0.488
H: 14.20 -17.57 22.31  0.314
O: 14.52 -17.97 20.26  -0.390
H: 10.33 -22.59 14.63  0.419
H: 10.17 -23.14 16.35  0.114
H: 12.68 -25.89 18.23  0.054
C: 10.25 -24.11 18.91  -0.478
H: 13.76 -28.82 16.38  0.462
H: 9.22 -22.57 21.03  0.357
C: 11.36 -20.16 20.03  -1.455
H: 11.32 -23.86 18.90  -0.193
H: 13.22 -18.47 18.07  0.278
H: 13.02 -22.92 17.91  0.099
C: 13.61 -26.71 16.60  0.593
C: 13.79 -27.92 15.76  -0.839
H: 13.28 -23.94 19.91  0.275
H: 16.83 -28.18 14.34  0.254
H: 11.71 -18.22 20.20  0.193
O: 13.60 -23.68 17.91  -0.313
H: 11.56 -26.71 17.13  0.284
H: 15.11 -23.34 18.42  0.427
C: 16.15 -28.29 15.18  -0.574
C: 18.28 -23.88 18.48  -1.558
H: 18.27 -24.42 19.43  0.369
H: 18.97 -24.40 17.82  0.400
O: 15.97 -23.09 18.77  -0.561
H: 15.12 -16.41 21.36  0.261
C: 16.84 -22.85 16.57  -1.214
C: 12.54 -26.77 17.60  -1.238
O: 13.34 -24.40 20.75  -0.714
H: 12.92 -28.04 15.11  0.295
H: 11.62 -21.17 19.71  -0.102
H: 10.16 -24.92 18.19  0.317
C: 9.88 -24.51 20.36  0.252
H: 11.79 -17.94 18.01  0.235
H: 18.80 -22.92 18.55  0.361
H: 9.48 -23.70 22.40  0.452
C: 10.80 -20.21 15.55  -1.515
H: 15.88 -22.96 16.06  0.233
H: 17.52 -23.26 15.82  0.401
O: 11.71 -21.39 17.37  -0.127
H: 16.46 -24.71 17.66  -0.159
N: 13.38 -25.51 15.70  -0.585
H: 16.18 -29.31 15.56  0.292
C: 16.86 -23.72 17.86  1.097
H: 11.06 -20.08 21.07  0.503
H: 13.31 -24.20 17.16  0.341
O: 14.84 -27.85 14.84  -0.340
C: 9.80 -23.41 21.40  -1.369
H: 13.74 -19.55 21.29  0.509
H: 12.69 -27.62 18.26  0.490
H: 8.93 -25.05 20.37  0.164
H: 9.75 -23.21 18.55  0.429
C: 12.28 -19.02 19.74  0.816
C: 13.72 -19.17 20.27  -0.984
H: 14.29 -19.95 19.76  0.329
H: 12.59 -24.99 20.76  0.430
H: 11.64 -23.54 15.42  -0.048
H: 9.86 -20.07 16.09  0.270
H: 10.40 -20.08 19.52  0.442
H: 11.96 -20.47 17.49  0.014
H: 13.36 -16.57 21.15  0.286
O: 10.84 -25.45 20.77  -0.570
H: 10.62 -25.64 21.68  0.306
C: 11.56 -21.55 15.97  0.607
H: 14.53 -26.56 17.17  -0.077
H: 12.59 -25.78 15.13  0.334

Output
**HOMO-LUMO gap**: 9.7 eV
**Relative energy (zero: lowest compared OMol25 entry of this formula, charge and spin)**: 0.00 kJ/mol
**Charge**: 0
**E**: -35750.65243 eV
**Multiplicity**: 1
**SMILES**: COC[C@H](C)N.COC[C@H](C)N.CC(C)O.CC(C)O.CC(C)O.O.O
**E_LUMO**: 0.72 eV

***

Entry 3:
C17H52AgN11O8 as an isolated structure. Source: the OMol25 dataset; level of theory: wB97M-V/def2-TZVPD.

Each line ends with the Mulliken charge.
CARTESIAN COORDINATES (ANGSTROEM)
C: -0.66 -0.28 -0.13  -0.316
H: -1.03 -0.99 4.80  0.254
C: 1.08 -4.48 0.55  0.243
N: 4.80 0.97 1.16  -0.660
O: -3.84 -3.53 1.87  -0.687
O: 1.50 0.92 -5.52  -0.624
N: -4.07 -5.71 1.28  -0.389
H: -2.90 8.20 -3.22  0.363
H: -1.07 6.10 0.02  0.303
H: 1.60 -2.57 7.35  0.276
C: 1.10 -0.53 5.50  -0.461
H: 1.48 2.04 -1.67  -0.012
H: -0.82 0.05 3.72  0.304
H: 5.72 0.73 1.51  0.229
O: -2.32 5.02 -1.17  -0.359
O: -3.82 -2.21 -4.03  -0.698
C: -1.34 6.03 -1.04  -0.621
N: 1.56 -1.32 -5.95  -0.371
H: 0.75 -2.51 1.11  -0.104
H: -0.77 3.61 -1.17  0.072
H: 4.85 1.90 0.77  0.243
C: 0.66 -2.51 6.81  -0.593
C: -1.85 3.72 -1.01  -0.469
H: -0.29 0.02 -1.13  -0.269
H: -2.90 7.51 -0.95  0.254
N: -2.00 -2.12 -2.71  0.030
H: -1.38 7.27 -3.60  0.334
N: -0.07 -4.44 -0.18  -0.237
C: 4.50 -1.35 0.88  -1.335
O: 3.39 1.25 -1.52  -0.424
H: 0.81 0.52 5.43  0.363
C: -3.31 -1.85 -2.97  0.526
C: 0.82 -1.12 4.11  0.074
H: -3.49 -4.87 -0.97  0.252
H: 2.40 0.73 0.18  0.362
H: -1.50 -2.67 -3.37  0.232
O: 0.34 -1.14 6.51  -0.375
C: -1.97 7.33 -1.51  0.503
H: -0.21 0.31 -3.83  0.186
H: -2.38 2.99 -1.63  0.293
H: 1.40 -0.63 2.09  -0.621
O: -1.04 -1.62 -0.06  0.220
H: 1.03 -2.17 3.90  0.216
H: 5.25 -0.05 -0.66  0.251
H: -2.90 6.45 -3.22  0.319
C: 4.48 -0.04 0.11  0.594
H: 1.84 0.78 -2.82  0.011
C: 1.10 -0.22 -5.29  0.561
H: -0.49 5.80 -1.69  0.315
H: -1.97 3.31 0.01  0.270
H: 1.18 0.77 3.06  0.454
N: -1.04 8.44 -1.23  -0.743
H: 2.17 -3.25 1.74  0.224
H: -1.57 -1.90 -1.81  -0.155
H: 0.66 -3.05 5.87  0.273
H: -1.53 0.38 0.05  0.529
H: -3.47 -1.13 -1.11  0.169
H: -3.03 -3.25 -0.48  -0.003
H: 4.32 -2.25 0.28  0.421
C: -2.28 7.33 -3.00  -1.348
C: 2.29 1.63 -2.29  -0.155
H: 0.13 -0.04 0.60  -0.395
H: -0.14 -5.20 -0.84  0.238
C: -3.79 -4.41 0.99  0.646
H: -0.82 8.49 -0.24  0.238
H: 2.25 -1.20 -6.66  0.210
N: -0.65 -0.95 3.84  -0.238
C: 3.13 0.30 -0.50  -0.688
N: -4.03 -1.39 -1.90  -0.352
H: 2.84 -0.64 -1.00  0.282
Ag: -2.22 -1.82 2.10  0.265
H: -4.47 -5.93 2.17  0.249
H: -0.18 -1.41 -4.27  0.077
H: -3.69 -6.41 0.68  0.172
H: -1.54 9.31 -1.36  0.273
H: 3.79 -1.41 1.70  0.025
N: 0.04 -0.45 -4.44  -0.199
N: 1.27 -3.35 1.31  -0.065
H: 5.52 -1.45 1.26  0.466
H: 2.64 -0.27 3.23  0.412
H: 2.18 -0.51 5.72  0.339
C: 1.56 -0.26 3.10  -0.628
H: 1.12 -2.21 -5.80  0.156
H: 2.49 2.45 -2.98  0.359
N: -3.34 -4.18 -0.26  -0.281
O: 1.84 -5.44 0.56  -0.723
H: -0.19 -2.84 7.41  0.236
H: -5.01 -1.59 -1.86  0.215
H: -0.49 -3.53 -0.33  0.218

Output
**HOMO-LUMO gap**: 8.5 eV
**Relative energy (zero: lowest compared OMol25 entry of this formula, charge and spin)**: 0.00 kJ/mol
**Charge**: 0
**E**: -55243.94487 eV
**Multiplicity**: 1
**E_LUMO**: -0.35 eV

***

Entry 4:
A 10-piece molecular cluster, C17H52ClO13 overall. Source: the OMol25 dataset; level of theory: wB97M-V/def2-TZVPD.

Each line ends with the Mulliken charge.
CARTESIAN COORDINATES (ANGSTROEM)
O: 0.43 0.27 0.97  -0.020
H: 2.27 2.92 -4.01  0.267
H: 0.71 3.34 -4.70  0.285
H: -3.14 2.98 -4.54  0.427
H: -3.01 -0.57 0.54  0.103
H: 6.49 -0.10 0.74  0.354
H: 0.35 0.65 2.99  0.324
H: 3.97 -1.27 0.08  -0.300
H: 0.45 -3.28 -2.59  0.112
H: 2.00 -4.52 4.42  0.399
H: 0.43 3.12 0.45  0.092
C: 1.13 -4.14 3.90  -1.546
C: 1.19 2.76 -3.91  -0.472
H: -5.31 1.62 -1.02  0.433
C: -4.50 2.47 -2.90  0.357
O: -0.06 -1.29 -0.71  -0.609
H: -1.65 3.52 -0.49  -0.297
C: 4.04 0.67 1.05  -0.895
O: 0.33 -2.60 2.29  -0.314
H: -1.18 -3.78 -0.26  0.085
H: 1.17 -3.50 -4.19  0.319
H: -3.78 0.70 1.57  0.147
H: 0.32 -4.72 -0.50  0.094
O: 0.36 0.83 3.93  -0.560
H: -3.93 2.66 -0.81  -0.015
C: -0.74 -4.77 -0.28  -0.282
H: -1.15 0.25 5.22  0.307
H: 1.45 -1.33 -2.42  0.276
H: -0.97 -6.43 -1.25  0.289
H: 5.34 -0.56 -1.95  0.336
H: 3.84 0.45 -1.66  0.124
C: -3.12 2.66 -3.50  -1.044
H: 0.51 -3.60 4.61  0.341
O: 0.81 1.40 -4.05  -0.551
C: 0.06 4.13 0.66  -1.247
H: -1.94 3.76 2.53  0.426
H: 0.56 -4.96 3.44  0.297
H: -0.85 -5.20 0.72  0.354
H: 0.59 4.89 0.09  0.361
C: -4.37 1.92 -1.48  -0.733
H: 5.44 1.03 -1.25  0.364
H: 0.24 -0.81 5.24  0.233
O: 5.88 -0.84 0.67  -0.593
H: 0.26 4.29 1.72  0.375
H: -2.52 1.75 -3.46  0.261
C: 4.81 0.12 -1.28  -1.171
H: 3.51 0.24 1.89  0.208
H: 1.72 -4.84 1.26  0.246
H: -2.56 3.43 -2.96  0.196
C: -2.10 3.27 1.56  -0.932
H: 3.22 -4.32 1.95  0.433
H: -2.87 5.33 0.10  0.359
C: -0.38 -0.20 4.58  -0.355
Cl: 0.16 0.12 -0.44  1.017
C: 1.34 -3.10 -3.19  -0.490
O: 1.29 0.59 -1.21  -0.611
O: 1.67 -1.71 -3.27  -0.522
H: 2.45 -3.30 0.75  0.260
O: -0.97 0.88 -0.87  -0.355
O: -1.96 5.40 0.42  -0.653
O: -1.41 -5.58 -1.25  -0.564
H: -1.73 2.25 1.68  -0.152
H: 2.20 -2.43 3.09  0.167
H: -0.82 -0.84 3.82  0.006
H: -2.30 -0.06 2.12  -0.185
H: 0.85 3.16 -2.95  0.045
H: -3.77 1.02 -1.58  0.189
C: 4.63 -0.40 0.15  1.056
C: 1.53 -3.23 2.74  0.862
C: -1.44 4.06 0.44  1.234
H: 4.78 1.43 1.33  0.451
O: -3.93 -1.26 2.27  -0.631
H: -3.34 -2.01 2.33  0.329
H: -3.19 3.27 1.43  0.349
H: -5.04 1.74 -3.51  0.219
H: 0.58 -2.01 1.57  0.039
H: 3.33 1.31 0.50  0.080
H: 0.83 1.02 -3.16  0.366
C: -3.22 -0.23 1.56  0.192
H: 2.20 -3.61 -2.74  0.226
H: -5.55 3.89 -3.74  0.330
C: 2.24 -3.94 1.60  -1.332
O: -5.19 3.73 -2.86  -0.567

Output
**HOMO-LUMO gap**: 9.9 eV
**Relative energy (zero: lowest compared OMol25 entry of this formula, charge and spin)**: 0.00 kJ/mol
**Charge**: -1
**E**: -57605.69664 eV
**Multiplicity**: 1
**E_LUMO**: 2.55 eV

***

Entry 5:
A 16-piece molecular cluster, C17H52N2O17Si overall. Source: the OMol25 dataset; level of theory: wB97M-V/def2-TZVPD.

Each line ends with the Mulliken charge.
CARTESIAN COORDINATES (ANGSTROEM)
H: 1.17 -2.75 -2.13  0.372
H: -3.52 -0.62 3.84  0.377
O: -6.35 -3.73 -1.35  -0.608
H: 0.48 -0.91 -0.03  -1.068
H: 2.52 1.53 0.63  -0.119
O: -5.39 -0.86 -1.67  -0.711
H: -5.97 3.13 -0.48  0.310
O: -6.31 -1.45 -4.47  -0.619
H: 6.49 -1.04 0.81  0.326
H: 6.41 -0.07 -0.72  0.161
H: 4.16 2.10 0.87  0.170
H: 4.32 4.96 -0.62  0.287
C: 6.04 -0.19 0.30  -1.163
H: -3.92 -0.07 1.09  0.057
O: 3.76 -1.18 -1.12  -0.550
H: -5.86 1.99 1.78  0.316
H: 0.58 1.95 -2.74  0.311
C: -1.66 -1.34 1.83  0.353
H: 1.91 -0.16 -1.33  -0.010
H: -2.63 0.25 4.71  0.313
H: 0.29 0.60 1.53  0.136
N: -1.92 -2.02 -1.59  -0.397
H: 6.12 -1.69 -2.30  0.345
H: 6.27 0.74 0.81  0.362
H: -6.07 -2.62 1.86  0.286
H: -5.85 2.90 -1.99  0.317
C: -2.11 2.70 0.39  -0.749
O: 1.06 2.30 -1.99  -0.621
H: 0.50 2.12 -1.23  0.252
H: -0.59 -2.77 2.95  0.541
H: 6.26 3.40 -2.53  0.294
O: -3.56 0.07 4.52  -0.633
O: -2.69 -1.99 1.94  -0.597
H: -4.16 2.19 0.23  0.176
C: 3.64 -1.11 1.87  -0.790
H: 0.35 -1.32 2.66  0.459
H: 5.07 4.96 0.70  0.279
H: -2.21 3.70 -0.01  0.500
C: -0.85 2.25 0.76  -1.174
C: -0.91 -2.04 -1.06  -0.898
H: 0.05 2.85 0.68  0.889
C: 2.43 -1.09 -1.60  -0.007
H: 5.19 3.37 -1.43  0.401
H: -6.74 -4.03 -2.18  0.302
O: 5.47 2.93 -2.25  -0.589
H: -6.16 3.26 2.56  0.284
H: 3.52 1.91 -0.79  0.284
H: 2.49 -1.09 -2.69  0.354
H: -6.06 -2.35 -4.71  0.275
O: -5.91 -1.78 1.42  -0.626
C: -3.04 0.55 1.00  -0.057
H: 7.63 -1.66 -2.10  0.332
H: -7.05 -3.86 -0.70  0.296
C: -0.35 -2.02 2.20  -1.204
H: -3.05 -3.53 -4.63  0.317
O: -5.38 3.27 -1.23  -0.628
H: 3.91 -0.39 2.65  0.346
O: -3.26 -2.62 -4.38  -0.635
C: 3.53 1.49 0.21  -0.399
H: -2.93 -2.54 -3.48  0.403
O: 4.54 4.39 0.13  -0.608
H: -4.95 -1.71 1.37  0.374
H: 0.89 -2.45 -5.10  0.299
H: 2.18 -3.06 -0.67  0.463
H: 4.18 4.05 2.94  0.325
O: -5.77 2.95 1.73  -0.631
Si: 4.14 -0.28 0.24  0.684
O: 6.94 -2.11 -2.60  -0.665
C: 1.58 -2.32 -1.22  -0.884
H: 4.16 5.31 3.77  0.292
O: 1.62 -2.81 -4.59  -0.575
C: -1.78 0.07 1.35  0.686
O: 3.21 3.73 5.10  -0.585
C: -0.70 0.94 1.24  0.144
H: 1.32 -3.00 1.28  0.737
H: 2.99 2.80 5.14  0.280
N: -0.80 -5.07 0.45  -0.544
H: -4.42 -0.79 -1.67  0.300
H: -6.03 -1.37 -3.55  0.396
C: -0.36 -4.06 0.76  -0.263
H: -5.56 -1.71 -1.25  0.362
C: 0.35 -1.95 -0.31  2.642
C: -3.19 1.84 0.53  -0.215
H: 2.10 -3.36 -5.21  0.270
H: 4.26 -1.98 2.06  0.344
H: 2.57 -1.33 1.95  -0.094
H: 2.97 4.07 5.97  0.288
O: 4.40 4.98 2.90  -0.611
C: 0.29 -2.77 1.01  -0.146

Output
**HOMO-LUMO gap**: 9.4 eV
**Charge**: 0
**E**: -64139.60802 eV
**Multiplicity**: 1
**E_LUMO**: -0.67 eV